No. 1
{"formula": "C4H26NO11", "method": "ωB97M-V/def2-TZVPD", "elements": ["O", "C", "O", "C", "C", "C", "O", "N", "H", "H", "H", "H", "H", "H", "H", "H", "H", "H", "H", "H", "O", "H", "H", "O", "H", "H", "O", "H", "H", "O", "H", "H", "O", "H", "H", "O", "H", "H", "O", "H", "H", "O"], "coordinates": [[0.081, -0.660, -3.237], [0.453, 0.142, -2.431], [1.403, 1.054, -2.689], [-0.130, 0.384, -1.042], [-0.784, -0.884, -0.520], [-1.698, -0.708, 0.702], [-1.471, 0.529, 1.402], [1.005, 0.794, -0.156], [1.808, 0.969, -3.550], [-0.830, 1.219, -1.088], [-1.364, -1.325, -1.333], [-0.010, -1.626, -0.328], [-2.751, -0.740, 0.410], [-1.457, -1.436, 1.477], [-1.922, 1.293, 0.976], [0.646, 0.920, 0.794], [1.377, 1.722, -0.436], [1.757, 0.104, -0.186], [2.092, -2.058, -2.310], [2.233, -2.165, -0.768], [2.198, -1.512, -1.510], [0.517, 1.039, 4.022], [-0.294, 0.586, 2.749], [0.610, 0.656, 3.133], [2.901, -3.772, 0.884], [2.340, -2.389, 1.283], [2.197, -3.154, 0.671], [2.414, 3.943, -0.582], [0.877, 4.109, -0.574], [1.596, 3.509, -0.334], [-3.287, 2.318, -0.595], [-2.738, 3.351, 0.420], [-2.491, 2.553, -0.064], [-4.772, 1.954, -2.373], [-5.486, 1.527, -1.077], [-4.729, 2.027, -1.414], [-0.492, -4.803, 0.890], [0.552, -3.673, 0.928], [-0.401, -3.859, 1.035], [3.466, -0.723, 2.422], [1.932, -0.389, 2.465], [2.652, -0.826, 1.936]], "homo_ev": -13.24, "charge": 1}

***

No. 2
{"formula": "C3H6ClO2Si", "method": "ωB97M-V/def2-TZVPD", "elements": ["C", "C", "C", "O", "O", "Si", "Cl", "H", "H", "H", "H", "H", "H"], "coordinates": [[1.447, -1.119, 1.525], [-1.489, -0.305, 0.135], [1.353, 1.214, -0.595], [2.203, -1.918, 1.990], [0.678, -0.235, 2.152], [0.396, -0.147, 0.338], [-3.524, -1.038, -3.370], [-1.810, 0.715, 0.127], [-1.891, -0.623, -0.802], [-1.971, -1.005, 0.861], [1.699, 0.941, -1.613], [0.674, 2.147, -0.700], [2.234, 1.372, -0.048]], "homo_ev": -3.95, "charge": -1}